The following is a DFT calculation (ωB97M-V/def2-TZVPD) of a molecular structure, C48H40CdN9O2S3 at a distorted geometry.

Last column: Mulliken charge in e.
Geometry (Å):
Cd1 -0.35589 -0.24064 0.24531  4.59
O1 -4.58056 -0.95123 0.81613  -0.84
C1 -3.52427 -0.38498 0.49657  -0.47
N1 -2.40825 -0.22941 1.20333  0.65
C2 -2.36261 -0.34344 2.57508  0.07
C3 -3.48186 -0.56852 3.38624  -1.26
C4 -3.39920 -0.50992 4.76536  -0.65
C5 -2.18158 -0.26340 5.37983  -0.56
C6 -1.05144 -0.07243 4.60403  -0.49
C7 -1.10981 -0.09328 3.20780  -1.06
N2 0.01433 0.05602 2.41748  1.13
C8 1.04152 0.78047 2.83581  -0.78
O2 1.10739 1.53271 3.82136  -0.73
C9 2.27011 0.68695 1.97381  0.82
C10 3.49764 0.91007 2.59771  -0.63
C11 4.64783 0.90412 1.83992  -0.91
C12 4.53076 0.70843 0.47145  -1.24
C13 3.26994 0.48709 -0.05741  -0.91
N3 2.16470 0.46130 0.66991  1.01
C14 -3.47022 0.29195 -0.85356  0.25
C15 -4.59626 0.21363 -1.67743  -0.55
C16 -4.61171 0.90847 -2.86884  -0.51
C17 -3.51077 1.69136 -3.18820  -1.00
C18 -2.44582 1.71419 -2.30201  -0.06
N4 -2.40838 1.02908 -1.17286  0.31
H1 -4.42810 -0.78516 2.91497  0.40
H2 -4.29246 -0.65315 5.35980  0.38
H3 -2.10337 -0.21363 6.45995  0.38
H4 -0.10289 0.11716 5.08484  0.45
H5 3.50835 1.08083 3.66051  0.62
H6 5.61502 1.05730 2.29828  0.44
H7 5.39825 0.71970 -0.17040  0.47
H8 3.14261 0.32302 -1.11986  0.56
H9 -5.42078 -0.40809 -1.36106  0.47
H10 -5.46234 0.85736 -3.53588  0.43
H11 -3.48022 2.27236 -4.09985  0.45
H12 -1.57699 2.32404 -2.51474  0.39
S1 0.94986 4.32596 3.90631  0.12
C19 1.74258 5.50965 4.85278  -0.51
C20 2.52809 6.34335 4.10963  -0.50
C21 2.47810 6.03922 2.74256  -0.57
C22 1.65504 4.97248 2.45791  0.40
C23 1.39626 4.35564 1.18147  0.47
C24 0.56627 3.20814 1.10035  -1.21
N5 0.42329 2.48083 0.03056  0.46
C25 1.05948 2.85243 -1.09268  -0.35
C26 1.76501 4.07928 -1.18237  0.66
C27 2.28844 4.49574 -2.44086  -1.06
C28 2.15315 3.72129 -3.54331  -1.01
C29 1.52240 2.44438 -3.47064  0.84
C30 1.35768 1.61647 -4.58447  -1.17
C31 0.75393 0.37550 -4.43815  0.48
C32 0.39612 -0.02027 -3.12804  -0.82
N6 0.50559 0.74794 -2.08236  1.77
C33 1.01384 1.98491 -2.22757  -1.18
C34 0.47424 -0.48094 -5.56122  0.35
C35 -0.02451 -1.75762 -5.57058  -0.17
C36 -0.21676 -2.26987 -6.86808  -0.70
C37 0.12909 -1.38703 -7.84272  -0.35
S2 0.70586 0.09558 -7.19358  -0.22
C38 1.94154 4.81750 -0.00731  -1.22
H13 1.59306 5.52549 5.91523  0.45
H14 3.12430 7.13634 4.52924  0.41
H15 3.03711 6.58397 2.00173  0.36
H16 0.02376 2.88633 1.98065  0.95
H17 2.79549 5.45065 -2.49635  0.44
H18 2.52777 4.05192 -4.50328  0.45
H19 1.69455 1.94367 -5.56030  0.40
H20 0.00900 -1.01105 -2.94700  -0.60
H21 -0.24109 -2.31855 -4.67881  0.54
H22 -0.59783 -3.25618 -7.06839  0.41
H23 0.09683 -1.50834 -8.90704  0.45
H24 2.51246 5.73534 -0.04220  0.36
C39 -2.22251 -2.40441 -1.94569  -1.08
C40 -0.85444 -2.91027 -1.61484  0.18
C41 -0.27657 -4.06328 -2.11410  -1.31
C42 1.00334 -4.14086 -1.54892  -1.44
C43 1.13865 -3.02746 -0.73771  -0.28
C44 2.35808 -2.65950 0.04059  -1.49
N7 0.00613 -2.26949 -0.77033  1.21
H25 -2.66511 -3.04026 -2.71228  0.49
H26 -2.18348 -1.38508 -2.33143  0.11
H27 -2.88040 -2.41003 -1.07513  0.10
H28 -0.72031 -4.75232 -2.81347  0.59
H29 1.74192 -4.90638 -1.71520  0.45
H30 2.93208 -3.55181 0.30011  0.51
H31 2.08745 -2.12834 0.95295  -0.16
H32 3.01377 -2.01295 -0.54879  0.40
S3 1.76598 -2.79007 3.60693  -0.52
C45 0.35013 -3.48716 3.08616  0.36
N8 0.36698 -4.39286 2.09058  -0.12
C46 -0.83353 -4.93428 1.49163  -0.95
C47 -2.00074 -3.99047 1.74964  0.10
C48 -2.08215 -3.72670 3.24838  -0.87
N9 -0.80400 -3.24792 3.73229  -0.08
H33 1.21291 -4.41468 1.54346  0.24
H34 -1.04133 -5.92050 1.92868  0.45
H35 -0.66775 -5.05709 0.41964  0.28
H36 -2.92967 -4.42439 1.38460  0.73
H37 -1.81712 -3.05002 1.22535  -0.45
H38 -2.34005 -4.65858 3.77231  0.47
H39 -2.84251 -2.97524 3.46838  0.17
H40 -0.79844 -2.44806 4.35173  0.19

Output
2S+1: 1
HOMO-LUMO gap: 5.468 eV
HOMO level: -4.2 eV
charge: -1
relative energy (zero: lowest compared OMol25 entry of this formula, charge and spin): 8.7 kcal/mol